Formula: C7H7P
Source: the OMol25 dataset
Level of theory: the ωB97M-V functional and the def2-TZVPD basis

Last column: natural (NBO) charge in e.
Cartesian coordinates (Å):
C1 0.04 1.25 -1.16  -0.22
C2 0.94 1.11 -0.05  -0.22
C3 -1.06 0.50 -1.33  -0.19
C4 1.45 -0.47 1.91  -0.53
C5 0.99 -0.05 0.63  -0.07
C6 -1.53 -0.52 -0.38  -0.40
C7 0.14 -1.26 0.34  -0.51
P1 0.37 -1.80 2.09  0.64
H1 0.26 2.04 -1.87  0.21
H2 1.53 1.96 0.26  0.21
H3 -1.68 0.65 -2.21  0.21
H4 2.16 -0.01 2.57  0.22
H5 -2.03 -0.12 0.49  0.22
H6 -2.05 -1.36 -0.83  0.21
H7 0.46 -1.94 -0.44  0.23

## Properties
Charge: 0
2S+1: 1
Relative energy (zero: lowest compared OMol25 entry of this formula, charge and spin): 0.0000 eV

=====

Formula: C7H8
Source: the OMol25 dataset
Level of theory: the ωB97M-V functional and the def2-TZVPD basis

Last column: natural (NBO) charge in e.
Cartesian coordinates (Å):
C1 0.22 1.52 1.09  -0.61
C2 -0.30 0.60 0.00  -0.24
C3 0.49 0.50 -1.33  -0.36
C4 0.11 -0.98 -1.38  -0.46
C5 0.03 -1.93 -2.27  0.27
C6 -0.29 -0.91 0.08  0.05
C7 -0.50 -1.93 0.90  -0.39
H1 1.27 1.34 1.31  0.21
H2 0.11 2.56 0.76  0.22
H3 -0.36 1.40 2.01  0.22
H4 -1.34 0.86 -0.24  0.22
H5 0.17 1.14 -2.15  0.22
H6 1.57 0.59 -1.17  0.22
H7 -0.53 -2.89 0.41  0.21
H8 -0.65 -1.89 1.98  0.21

## Properties
Charge: 0
2S+1: 1
Relative energy (zero: lowest compared OMol25 entry of this formula, charge and spin): 5.4087 eV

=====

Formula: C7H8
Source: the OMol25 dataset
Level of theory: the ωB97M-V functional and the def2-TZVPD basis

Last column: natural (NBO) charge in e.
Cartesian coordinates (Å):
C1 -2.87 -1.05 -0.22  -0.26
C2 -1.67 -1.13 -0.21  0.01
C3 -0.20 -1.11 -0.11  -0.47
C4 0.26 0.29 0.37  -0.29
C5 0.10 1.33 -0.75  -0.59
C6 1.63 0.26 0.88  0.01
C7 2.75 0.26 1.33  -0.25
H1 -3.93 -0.98 -0.22  0.24
H2 0.25 -1.35 -1.08  0.23
H3 0.13 -1.88 0.60  0.24
H4 -0.40 0.57 1.20  0.24
H5 0.82 1.14 -1.55  0.21
H6 -0.91 1.26 -1.17  0.22
H7 0.25 2.34 -0.37  0.22
H8 3.74 0.27 1.74  0.24

## Properties
SMILES: C#CC[C@H](C)C#C
Charge: 0
2S+1: 1
Relative energy (zero: lowest compared OMol25 entry of this formula, charge and spin): 3.6962 eV

=====

Formula: C7H8
Source: the OMol25 dataset
Level of theory: the ωB97M-V functional and the def2-TZVPD basis

Last column: natural (NBO) charge in e.
Cartesian coordinates (Å):
C1 0.88 1.42 -1.48  -0.63
C2 0.28 0.47 -0.45  0.01
C3 1.09 -0.42 0.20  -0.24
C4 0.59 -1.33 1.16  -0.19
C5 -0.75 -1.31 1.42  -0.24
C6 -1.58 -0.45 0.67  -0.19
C7 -1.12 0.52 -0.17  -0.23
H1 0.45 1.13 -2.44  0.22
H2 1.95 1.29 -1.53  0.22
H3 0.50 2.43 -1.37  0.22
H4 2.16 -0.43 0.01  0.21
H5 1.30 -1.94 1.70  0.21
H6 -1.30 -2.08 1.96  0.21
H7 -2.63 -0.52 0.92  0.20
H8 -1.82 1.22 -0.60  0.22

## Properties
SMILES: Cc1ccccc1
Charge: 0
2S+1: 1
Relative energy (zero: lowest compared OMol25 entry of this formula, charge and spin): 0.2795 eV

=====

Formula: C7H8
Source: the OMol25 dataset
Level of theory: the ωB97M-V functional and the def2-TZVPD basis

Last column: natural (NBO) charge in e.
Cartesian coordinates (Å):
C1 -0.08 -1.39 1.06  -0.60
C2 -0.59 0.00 0.63  -0.22
C3 0.55 1.03 0.45  -0.48
C4 1.22 0.97 -0.85  -0.01
C5 1.72 0.98 -1.95  -0.23
C6 -1.38 -0.11 -1.94  0.21
C7 -1.40 -0.12 -0.64  -0.58
H1 0.62 -1.76 0.32  0.22
H2 0.42 -1.35 2.04  0.21
H3 -0.91 -2.10 1.15  0.22
H4 -1.22 0.38 1.45  0.22
H5 0.13 2.03 0.58  0.24
H6 1.28 0.89 1.26  0.24
H7 2.10 0.97 -2.95  0.25
H8 -2.47 -0.40 -0.60  0.31

## Properties
Charge: 0
2S+1: 1
Relative energy (zero: lowest compared OMol25 entry of this formula, charge and spin): 5.6983 eV

=====

Formula: C7H8
Source: the OMol25 dataset
Level of theory: the ωB97M-V functional and the def2-TZVPD basis

Last column: natural (NBO) charge in e.
Cartesian coordinates (Å):
C1 -2.97 0.54 -0.81  -0.26
C2 -1.77 0.48 -0.94  0.01
C3 -0.32 0.30 -1.03  -0.47
C4 0.24 -0.37 0.25  -0.29
C5 0.37 0.62 1.41  -0.59
C6 1.53 -1.02 -0.02  0.01
C7 2.59 -1.54 -0.24  -0.26
H1 -4.03 0.58 -0.71  0.24
H2 0.18 1.26 -1.18  0.23
H3 -0.09 -0.32 -1.90  0.25
H4 -0.48 -1.16 0.54  0.24
H5 1.07 1.42 1.14  0.21
H6 -0.60 1.07 1.64  0.22
H7 0.74 0.12 2.30  0.22
H8 3.53 -2.01 -0.43  0.24

## Properties
SMILES: C#CC[C@H](C)C#C
Charge: 0
2S+1: 1
Relative energy (zero: lowest compared OMol25 entry of this formula, charge and spin): 3.6990 eV

=====

Formula: C7H8
Source: the OMol25 dataset
Level of theory: the ωB97M-V functional and the def2-TZVPD basis

Last column: natural (NBO) charge in e.
Cartesian coordinates (Å):
C1 -0.03 -1.87 -0.73  -0.63
C2 -0.15 -0.36 -0.52  -0.13
C3 1.20 0.33 -0.28  -0.20
C4 0.99 1.20 0.74  -0.20
C5 -0.35 1.26 1.41  -0.48
C6 -1.18 0.52 0.39  0.01
C7 -1.37 0.40 -0.95  -0.15
H1 -0.99 -2.40 -0.73  0.21
H2 0.46 -2.44 0.07  0.21
H3 0.37 -1.90 -1.76  0.22
H4 2.14 0.28 -0.84  0.22
H5 1.86 1.63 1.13  0.20
H6 -0.40 0.54 2.31  0.25
H7 -0.60 2.35 1.60  0.25
H8 -1.96 0.47 -1.85  0.22

## Properties
SMILES: C[C@]12C=CCC1=C2
Charge: 0
2S+1: 1
Relative energy (zero: lowest compared OMol25 entry of this formula, charge and spin): 4.9789 eV

=====

Formula: C7H8
Source: the OMol25 dataset
Level of theory: the ωB97M-V functional and the def2-TZVPD basis

Last column: natural (NBO) charge in e.
Cartesian coordinates (Å):
C1 -2.65 0.00 0.14  -0.57
C2 -3.73 -0.30 -0.42  0.15
C3 0.87 0.74 -0.48  -0.37
C4 1.49 -0.66 -0.16  -0.50
C5 -0.31 1.25 0.41  -0.53
C6 0.37 -1.63 0.23  -0.31
C7 -1.43 0.27 0.41  0.32
H1 1.64 1.54 -0.28  0.22
H2 0.51 0.96 -1.64  0.22
H3 1.99 -0.89 -1.11  0.24
H4 2.20 -0.68 0.74  0.22
H5 0.02 1.39 1.43  0.25
H6 -0.83 2.11 0.00  0.24
H7 -0.32 -2.18 -0.48  0.21
H8 0.18 -1.90 1.20  0.19

## Properties
Charge: 0
2S+1: 1
Relative energy (zero: lowest compared OMol25 entry of this formula, charge and spin): 8.9776 eV

=====

Formula: C7H8
Source: the OMol25 dataset
Level of theory: the ωB97M-V functional and the def2-TZVPD basis

Last column: natural (NBO) charge in e.
Cartesian coordinates (Å):
C1 0.70 -1.02 1.76  -0.71
C2 -0.22 1.04 0.65  -0.18
C3 0.45 -0.25 0.54  0.24
C4 0.15 -1.01 -0.63  -0.16
C5 -0.35 -0.39 -1.78  -0.19
C6 -0.40 1.00 -1.76  0.05
C7 -0.62 1.67 -0.48  -0.17
H1 -0.13 -1.15 2.44  0.29
H2 1.44 -0.46 2.36  0.27
H3 1.21 -1.97 1.60  0.26
H4 -0.01 1.49 1.61  0.26
H5 0.14 -2.10 -0.63  0.25
H6 -0.79 -1.11 -2.46  0.27
H7 -0.47 1.62 -2.65  0.25
H8 -1.09 2.63 -0.58  0.26

## Properties
Charge: +1
2S+1: 2
Relative energy (zero: lowest compared OMol25 entry of this formula, charge and spin): 1.0470 eV

=====

Formula: C7H8BBrO
Source: the OMol25 dataset
Level of theory: the ωB97M-V functional and the def2-TZVPD basis

Last column: natural (NBO) charge in e.
Cartesian coordinates (Å):
Br1 1.62 2.99 1.85  -0.14
B1 -0.20 2.92 1.09  0.49
C1 -0.45 2.12 -0.30  -0.44
O1 -1.44 1.06 -0.05  -0.53
C2 -0.69 -0.15 -0.09  0.29
C3 -0.85 -0.96 -1.29  -0.26
C4 -0.07 -2.20 -1.42  -0.20
C5 0.81 -2.56 -0.33  -0.23
C6 0.95 -1.77 0.89  -0.20
C7 0.19 -0.55 1.03  -0.27
H1 -1.15 3.42 1.60  -0.07
H2 0.50 1.69 -0.72  0.21
H3 -0.82 2.87 -1.05  0.22
H4 -1.53 -0.62 -2.11  0.23
H5 -0.16 -2.85 -2.32  0.23
H6 1.44 -3.48 -0.41  0.22
H7 1.63 -2.06 1.72  0.23
H8 0.23 0.14 1.91  0.23

## Properties
SMILES: BrBCOc1ccccc1
Charge: 0
2S+1: 1

=====

Number 1: E -612.15495 Eh. Number 2: E -271.33268 Eh. Number 3: E -271.39562 Eh. Number 4: E -271.52118 Eh. Number 5: E -271.32204 Eh. Number 6: E -271.39552 Eh. Number 7: E -271.34848 Eh. Number 8: E -271.20153 Eh. Number 9: E -271.16931 Eh. Number 10: E -2945.59710 Eh.